Molecular formula: C3H6ClNO3S2
Method: DFT, ωB97M-V/def2-TZVPD

Element x y z (Å)
1 C -0.87378 0.61614 -0.20063
2 C -0.66814 -0.85247 -0.70125
3 C 1.29900 -0.70682 0.65646
4 N -1.00052 0.63305 1.22523
5 O 2.51295 3.66043 2.57738
6 O 1.34527 1.79335 1.73731
7 O 0.27079 -1.49086 0.11184
8 S 0.27066 0.37894 2.02636
9 S 1.17764 3.17506 2.48677
10 Cl 0.69305 2.24971 4.27062
11 H 0.15259 1.14441 -0.49905
12 H -1.61530 1.15518 -0.58848
13 H -1.53179 -1.53216 -0.68196
14 H -0.21109 -0.84793 -1.67373
15 H 1.92321 -1.25297 1.30349
16 H 1.79420 -0.02250 -0.01280

- LUMO energy: 0.07 eV
- HOMO level: -0.345 hartree
- Energy relative to the best compared isomer or geometry (same formula, charge and spin): 6.4 kJ/mol

Löwdin population analysis, charges in e, atoms 1 to 5: -0.256 -0.184 -0.200 -0.348 -0.454

***

Molecular formula: C5H15NO
Method: DFT, ωB97M-V/def2-TZVPD

Element x y z (Å)
1 C -1.65140 -1.81902 0.92197
2 C -0.28843 -1.29192 1.32963
3 N 0.30796 -0.51914 0.13392
4 C 0.28008 -1.32158 -1.16215
5 C 1.73300 -0.01892 0.24463
6 C 1.74916 1.04813 1.27493
7 H -2.26394 -1.18150 0.20599
8 H -1.57285 -2.86791 0.61523
9 H -2.12188 -2.03277 2.04446
10 H 0.43779 -2.15373 1.71960
11 H -0.54857 -0.39038 1.99747
12 H 0.98093 -2.09916 -1.14995
13 H 0.91005 -0.67813 -1.98660
14 H -0.72635 -1.55917 -1.55167
15 H 2.09915 0.31690 -0.77217
16 H 2.58204 -0.76088 0.41047
17 H 2.23942 0.83374 2.15010
18 H 0.74837 1.10738 1.83556
19 H 1.96493 2.05146 0.70371
20 O -2.68537 4.30526 -3.15879
21 H -1.92710 4.92808 -3.49627
22 H -2.24701 4.10326 -2.31010

- LUMO energy: 0.77 eV
- SMILES: CCN(C)CC.O
- HOMO level: -0.316 hartree
- Energy relative to the best compared isomer or geometry (same formula, charge and spin): 355.0 kJ/mol

Löwdin population analysis, charges in e, atoms 1 to 5: -0.157 -0.270 -0.223 -0.112 -0.315

***

Molecular formula: CH3O2S2
Method: DFT, ωB97M-V/def2-TZVPD

Element x y z (Å)
1 C -0.19047 0.70422 0.08347
2 O 2.01953 0.94008 0.00079
3 O 1.31029 -1.39168 -0.57060
4 S -2.28245 -0.70560 0.25733
5 S 1.28007 -0.31581 0.43696
6 H -0.27834 0.98507 -0.95432
7 H -0.38689 1.48384 0.80361
8 H -1.47175 -1.70012 -0.05725

- LUMO energy: 3.51 eV
- Total charge: -1
- HOMO level: -0.150 hartree
- Energy relative to the best compared isomer or geometry (same formula, charge and spin): 238.6 kJ/mol

Löwdin population analysis, charges in e, atoms 1 to 5: -0.305 -0.575 -0.563 0.192 0.570

***

Molecular formula: C7H10N5
Method: DFT, ωB97M-V/def2-TZVPD

Element x y z (Å)
1 C -2.26441 -2.73039 0.47331
2 C -2.73716 -1.40302 0.41457
3 C -0.64828 -1.58676 -0.17679
4 C 0.89348 0.69072 0.16533
5 C -0.20687 1.32912 -0.27847
6 C 2.07779 -0.01461 0.40363
7 C -0.30041 2.73470 -0.89767
8 N -0.96683 -2.79560 0.03656
9 N -1.58541 -0.62600 0.09596
10 N -1.43819 0.67547 -0.25060
11 N 2.66225 -0.79712 -0.51338
12 N 2.59536 0.26602 1.60195
13 H -2.71966 -3.73179 0.64682
14 H -3.71497 -1.00860 0.48626
15 H -0.23976 2.72095 -1.99451
16 H 0.38576 3.44949 -0.47235
17 H -1.25890 3.15421 -0.77121
18 H -2.01156 0.93566 -1.18283
19 H 2.18738 -0.97234 -1.48753
20 H 3.62582 -0.93153 -0.49113
21 H 2.11342 0.63580 2.40574
22 H 3.55116 0.00561 1.78633

- LUMO energy (spin up / spin down): -2.91 / -6.84 eV
- Total charge: +1
- Expectation value of S²: 2.028
- HOMO level (spin up / spin down): -0.437 / -0.440 hartree
- Spin multiplicity: 3
- Energy relative to the best compared isomer or geometry (same formula, charge and spin): 273.7 kJ/mol

Löwdin population analysis, charges in e, atoms 1 to 5: -0.109 -0.005 -0.069 0.145 -0.230

***

Molecular formula: C19H27ClIN3O2RhS
Method: DFT, ωB97M-V/def2-TZVPD

Element x y z (Å)
1 Rh 0.17516 0.56257 -0.23313
2 C -1.15447 1.57954 -2.59532
3 C 0.29534 1.62867 -3.07603
4 N 1.09023 0.76993 -2.17548
5 C 2.48427 1.20034 -1.95588
6 C 2.57295 2.51651 -1.19109
7 S 1.32019 2.55648 0.12875
8 C 0.06615 3.71707 -0.56901
9 C -1.30461 3.06153 -0.56249
10 N -1.23077 1.68954 -1.12132
11 H -1.58257 0.60690 -2.84126
12 H -1.77749 2.34522 -3.06142
13 H 0.70573 2.63593 -3.05377
14 H 0.35815 1.28903 -4.11088
15 H 1.12072 -0.18282 -2.52911
16 H 3.03315 1.26529 -2.90017
17 H 2.95055 0.42060 -1.35565
18 H 2.45572 3.39996 -1.81728
19 H 3.55069 2.59394 -0.71879
20 H 0.38568 4.03405 -1.55909
21 H 0.05021 4.60242 0.06525
22 H -2.03196 3.66483 -1.11262
23 H -1.65428 2.95907 0.45598
24 H -2.05090 1.14254 -0.84284
25 Cl -0.67264 -6.56644 -0.12609
26 C -0.85483 -4.84321 -0.18879
27 C -2.09795 -4.29213 -0.10985
28 C -2.26669 -2.89425 -0.16160
29 I -4.17428 -2.08735 -0.03295
30 C -1.19504 -2.04148 -0.30183
31 O -1.35828 -0.73131 -0.37354
32 C 0.11118 -2.61908 -0.36827
33 N 1.16037 -1.75951 -0.47530
34 C 2.37571 -2.25425 -0.51893
35 C 2.65493 -3.62943 -0.48633
36 C 1.61404 -4.50721 -0.38563
37 C 0.29166 -4.01888 -0.31685
38 H -2.96253 -4.93276 -0.00400
39 H 3.19575 -1.54553 -0.56547
40 H 3.67867 -3.97223 -0.53065
41 H 1.78582 -5.57420 -0.35211
42 C -1.29335 -0.76940 3.24146
43 C -0.59631 0.51892 2.82071
44 C -1.62846 1.59711 2.53964
45 C 0.38706 0.99156 3.88419
46 O 0.16887 0.23537 1.64678
47 H -1.87459 -0.62770 4.15525
48 H -0.55281 -1.54937 3.42147
49 H -1.96618 -1.10632 2.44984
50 H -2.23617 1.79921 3.42260
51 H -2.29464 1.26907 1.73624
52 H -1.12979 2.52944 2.26205
53 H -0.12372 1.18150 4.83018
54 H 0.87988 1.91229 3.56632
55 H 1.14649 0.22845 4.05412

- LUMO energy: -3.35 eV
- Total charge: +1
- HOMO level: -0.372 hartree
- Energy relative to the best compared isomer or geometry (same formula, charge and spin): 176.9 kJ/mol

Löwdin population analysis, charges in e, atoms 1 to 5: 1.057 -0.127 -0.145 -0.167 -0.233

***

Molecular formula: C2H2Cl2O2
Method: DFT, ωB97M-V/def2-TZVPD

Element x y z (Å)
1 C 0.34757 0.01625 -0.20786
2 C -1.16954 0.02682 -0.35131
3 O 1.01989 -0.11404 1.18127
4 O 2.36466 -0.09770 1.28123
5 Cl -2.02257 -1.41817 -0.34719
6 Cl -2.01817 1.46789 -0.16729
7 H 0.73837 -0.83380 -0.77562
8 H 0.73979 0.95274 -0.61323

- LUMO energy (spin up / spin down): -1.27 / -0.85 eV
- HOMO level (spin up / spin down): -0.398 / -0.322 hartree
- Energy relative to the best compared isomer or geometry (same formula, charge and spin): 655.9 kJ/mol

Löwdin population analysis, charges in e, atoms 1 to 5: -0.205 -1.181 -0.173 -0.018 0.681

***

Molecular formula: C11H36N4O7
Method: DFT, ωB97M-V/def2-TZVPD

Element x y z (Å)
1 C -0.54228 3.80666 -2.17532
2 O 0.40870 3.50845 -3.22595
3 H -1.07939 4.74819 -2.28994
4 H -1.31179 3.08824 -1.89279
5 H 0.19616 3.94737 -1.38601
6 H -0.03587 3.15955 -4.00198
7 C 0.97051 0.04148 0.11870
8 O 1.91944 0.44073 0.75770
9 N 0.34412 0.81957 -0.71423
10 N 0.36922 -1.11147 0.25704
11 H 0.80801 1.69484 -0.91123
12 H -0.37516 0.32727 -1.22449
13 H -0.62672 -1.19214 0.10972
14 H 0.77236 -1.62907 1.02494
15 C -2.31983 -0.82366 -3.09657
16 O -1.81861 -0.29715 -2.12400
17 N -2.13976 -0.40782 -4.32281
18 N -3.20190 -1.74463 -2.98827
19 H -2.54187 -0.94819 -5.07542
20 H -1.48781 0.36204 -4.37154
21 H -3.64842 -2.18062 -3.78238
22 H -3.25187 -2.29044 -2.13991
23 C -3.55597 1.85623 2.10439
24 C -2.78286 1.68422 0.76019
25 O -3.60221 0.83711 -0.05821
26 H -4.58898 2.18873 2.00220
27 H -2.91058 2.65910 2.46072
28 H -3.52830 1.05141 2.83897
29 H -1.80509 1.27271 1.01066
30 H -2.56303 2.58186 0.18225
31 H -3.23254 0.64078 -0.92216
32 C 3.28915 4.56913 -1.41561
33 C 2.98751 3.06546 -1.11447
34 O 2.67790 2.36841 -2.30798
35 H 2.52378 5.06462 -2.01293
36 H 4.25857 4.96514 -1.71808
37 H 3.07772 5.10920 -0.49272
38 H 2.03248 3.06240 -0.58910
39 H 3.60356 2.53501 -0.38839
40 H 1.95196 2.78887 -2.77470
41 C 1.67858 -2.30908 3.85064
42 C 2.73612 -1.94962 2.89031
43 O 3.00667 -0.55214 2.94744
44 H 1.86925 -2.13311 4.90932
45 H 1.45936 -3.37681 3.84800
46 H 0.71344 -1.90030 3.55150
47 H 2.63955 -2.18717 1.83090
48 H 3.61682 -2.47889 3.25409
49 H 2.65884 -0.06430 2.19736
50 C 0.72643 -5.55463 2.16991
51 C -0.57001 -4.69920 1.97888
52 O -0.41450 -3.65972 1.05817
53 H 0.67143 -6.28441 2.97768
54 H 1.58670 -4.93035 2.41143
55 H 0.88120 -5.89687 1.14667
56 H -0.79248 -4.22748 2.93600
57 H -1.36772 -5.41092 1.76623
58 H -0.34003 -4.00484 0.16546

- LUMO energy (spin up / spin down): -2.52 / -8.63 eV
- Total charge: +1
- Expectation value of S²: 0.762
- HOMO level (spin up / spin down): -0.466 / -0.438 hartree
- Spin multiplicity: 2

Löwdin population analysis, charges in e, atoms 1 to 5: -0.099 -0.123 0.093 0.069 0.071

***

Molecular formula: C20H24N2O7
Method: DFT, ωB97M-V/def2-TZVPD

Element x y z (Å)
1 C 6.95781 -2.87799 2.87172
2 C 6.27025 -1.98604 1.85535
3 O 4.92581 -2.44181 1.69957
4 C 4.18180 -1.74524 0.81672
5 O 4.58374 -0.79811 0.18229
6 N 2.93108 -2.25495 0.72099
7 C 2.48319 -3.35917 1.54963
8 C 0.98446 -3.56380 1.35113
9 N 0.28904 -2.30556 1.53033
10 C -0.58797 -2.19065 2.54966
11 O -0.84335 -3.11343 3.29930
12 C -1.24670 -0.82933 2.76361
13 O -1.83932 -0.30829 1.58518
14 C -1.58102 0.97536 1.28329
15 O -0.86458 1.69229 1.94500
16 C -2.25608 1.38013 0.05602
17 O -2.95929 0.44060 -0.64528
18 C -3.48426 1.07753 -1.71132
19 C -4.27975 0.54289 -2.71771
20 C -4.69941 1.39749 -3.70792
21 C -4.34647 2.76357 -3.71989
22 O -4.84714 3.46690 -4.77219
23 C -4.54818 4.83883 -4.86402
24 C -3.55417 3.29497 -2.72054
25 C -3.12025 2.43699 -1.70644
26 C -2.31302 2.61752 -0.54159
27 C -1.68223 3.88157 -0.08992
28 C 0.71877 -1.21213 0.67573
29 C 1.95341 -1.62253 -0.12968
30 H 7.98431 -2.55080 3.00784
31 H 6.43861 -2.82875 3.82496
32 H 6.95465 -3.90878 2.52798
33 H 6.25630 -0.94147 2.18597
34 H 6.77411 -2.02610 0.88314
35 H 3.02930 -4.27220 1.28775
36 H 2.69211 -3.13104 2.60030
37 H 0.59766 -4.25737 2.09980
38 H 0.77449 -3.96415 0.35514
39 H -0.50906 -0.11081 3.14710
40 H -2.03082 -0.96734 3.51498
41 H -4.55520 -0.49877 -2.71405
42 H -5.32038 1.04290 -4.51474
43 H -3.47066 5.00970 -4.95490
44 H -4.93327 5.39212 -4.00143
45 H -5.04532 5.18896 -5.76699
46 H -3.26614 4.33287 -2.69918
47 H -1.15316 3.72361 0.84411
48 H -2.44299 4.64884 0.04829
49 H -0.98066 4.23691 -0.84390
50 H 0.96335 -0.33856 1.28953
51 H -0.07947 -0.93638 -0.02259
52 H 1.67110 -2.30134 -0.94234
53 H 2.42497 -0.73968 -0.56578

- LUMO energy: 0.06 eV
- SMILES: CCOC(=O)N1CCN(C(=O)COC(=O)c2oc3ccc(OC)cc3c2C)CC1
- HOMO level: -0.314 hartree
- Energy relative to the best compared isomer or geometry (same formula, charge and spin): 7.4 kJ/mol

Löwdin population analysis, charges in e, atoms 1 to 5: -0.065 -0.225 -0.006 -0.546 0.092